1.
Below is a 6-piece molecular cluster, C30H61O12 overall at a distorted geometry, with properties calculated with ωB97M-V/def2-TZVPD.

Each line ends with the Mulliken charge.
Geometry (Å):
C  3.483  -0.225  1.358  -1.0729
C  2.663  0.984  1.946  0.5590
O  3.040  2.253  1.438  -0.4547
C  2.239  2.636  0.330  -0.1231
C  1.037  3.567  0.734  -0.6676
O  0.254  2.818  1.629  -0.0133
C  -1.035  3.414  1.852  0.2007
C  -2.220  2.596  1.237  -1.3524
C  -1.983  1.049  1.385  1.8705
C  -3.101  0.376  2.290  -1.5916
C  -2.073  0.385  -0.043  -0.6841
C  -1.063  0.970  -1.075  -0.5859
H  3.941  -0.811  2.191  0.3047
H  4.319  0.107  0.707  0.2257
H  2.770  -0.891  0.820  0.2868
H  2.838  1.025  3.048  0.3899
H  1.578  0.764  1.822  -0.4210
H  1.905  1.791  -0.312  0.0819
H  2.893  3.275  -0.323  0.2003
H  1.488  4.455  1.240  0.3341
H  0.508  3.835  -0.208  0.3756
H  -1.093  4.473  1.506  0.3491
H  -1.178  3.453  2.979  -0.5860
H  -3.132  2.830  1.850  0.3503
H  -1.004  0.768  1.853  -0.5208
H  -2.924  -0.728  2.200  0.1012
H  -2.932  0.686  3.349  0.3454
H  -4.093  0.694  1.914  0.4642
H  -3.130  0.481  -0.373  0.2603
H  -1.805  -0.699  0.097  -0.0031
H  -1.424  0.777  -2.116  0.1913
H  -0.070  0.488  -0.901  -0.0098
H  -0.920  2.067  -0.992  0.1825
O  -3.281  -1.466  -2.178  -0.5376
C  -2.761  -1.885  -3.174  0.6303
O  -3.250  -1.534  -4.380  -0.3938
C  -2.597  -1.838  -5.614  -0.2035
C  -2.939  -3.237  -6.085  -1.0170
C  -1.620  -2.862  -3.100  -0.1293
H  -1.522  -1.672  -5.536  0.2002
H  -2.972  -1.112  -6.337  0.3327
H  -2.598  -3.993  -5.377  0.2659
H  -2.478  -3.438  -7.054  0.3448
H  -4.021  -3.353  -6.177  0.3374
H  -2.022  -3.863  -2.934  0.2996
H  -0.987  -2.584  -2.258  0.3105
H  -0.980  -2.867  -3.978  -0.3201
O  -3.621  4.849  3.396  -0.5049
C  -3.662  4.642  4.572  0.8295
O  -4.770  4.096  5.117  -0.3709
C  -4.853  3.654  6.470  -0.4157
C  -5.185  4.800  7.404  -0.9641
C  -2.527  5.058  5.470  -1.0154
H  -3.946  3.122  6.763  0.3399
H  -5.662  2.922  6.496  0.3279
H  -4.408  5.566  7.392  0.2724
H  -5.299  4.440  8.428  0.3459
H  -6.113  5.284  7.094  0.2974
H  -2.622  6.121  5.692  0.2657
H  -1.591  4.883  4.939  0.2901
H  -2.466  4.496  6.400  0.3250
O  0.718  -2.449  -4.949  -0.6049
C  1.563  -3.298  -5.046  0.8532
O  1.522  -4.363  -4.234  -0.3601
C  2.372  -5.507  -4.371  -0.4400
C  3.709  -5.280  -3.695  -0.9881
C  2.713  -3.141  -6.004  -1.2403
H  2.473  -5.794  -5.419  0.3665
H  1.852  -6.326  -3.874  0.3335
H  4.255  -4.453  -4.150  0.2672
H  4.327  -6.177  -3.759  0.3633
H  3.564  -5.025  -2.645  0.3160
H  3.466  -2.497  -5.549  0.2886
H  2.341  -2.673  -6.914  0.3283
H  3.172  -4.081  -6.303  0.3798
O  -1.720  -6.883  3.600  -0.5923
C  -2.128  -5.766  3.783  0.7206
O  -1.436  -4.721  3.317  -0.3609
C  -1.921  -3.369  3.336  -0.3312
C  -1.654  -2.712  4.674  -0.8717
C  -3.367  -5.519  4.603  -0.8737
H  -2.972  -3.327  3.048  0.3767
H  -1.367  -2.838  2.561  0.2393
H  -2.175  -3.224  5.485  0.2819
H  -1.978  -1.670  4.657  0.2586
H  -0.589  -2.748  4.908  0.3216
H  -3.103  -5.555  5.660  0.2373
H  -4.086  -6.308  4.385  0.2936
H  -3.863  -4.576  4.385  0.3053
O  6.583  0.379  -3.984  -0.5834
C  6.212  1.498  -3.749  0.5704
O  6.914  2.541  -4.222  -0.3742
C  6.469  3.900  -4.144  -0.4056
C  6.814  4.514  -2.803  -0.8729
C  5.023  1.754  -2.863  -0.7711
H  5.407  3.975  -4.381  0.3857
H  7.001  4.434  -4.933  0.2989
H  6.317  3.995  -1.983  0.2118
H  6.518  5.564  -2.775  0.3437
H  7.887  4.444  -2.619  0.2949
H  5.336  1.682  -1.821  0.2514
H  4.271  0.994  -3.066  0.3654
H  4.543  2.715  -3.032  0.2872

Results
frontier orbital gap: 2.9 eV
net charge: -1

***

2.
Below is a 17-piece molecular cluster, C46H68Br10O36 overall at a distorted geometry, with properties calculated with ωB97M-V/def2-TZVPD.

Each line ends with the Mulliken charge.
Geometry (Å):
Br  1.647  3.844  -0.852  -0.0187
C  3.123  4.936  -0.139  -0.9449
C  3.663  4.204  1.037  0.3202
Br  5.281  5.103  1.614  -0.1506
H  2.641  5.865  0.062  0.5631
H  3.905  4.991  -0.907  0.5156
H  3.925  3.184  0.788  -0.3267
H  2.959  4.224  1.836  0.0806
Br  -0.967  -1.254  4.886  -0.1424
C  -0.778  0.027  6.239  -0.5362
C  -0.619  1.389  5.566  -0.1081
Br  -0.739  2.872  6.895  -0.2002
H  0.093  -0.185  6.809  0.3322
H  -1.656  0.059  6.865  0.4985
H  -1.321  1.634  4.776  0.2674
H  0.314  1.604  5.023  -0.1744
Br  -0.565  7.556  5.987  -0.1720
C  1.154  6.734  6.111  -0.4829
C  1.226  5.926  4.860  -0.3856
Br  2.892  5.005  4.687  -0.1548
H  1.080  6.203  7.078  0.3433
H  1.938  7.468  6.179  0.4218
H  1.115  6.565  4.013  0.3259
H  0.388  5.220  4.773  0.1462
Br  2.175  1.111  -4.053  -0.1938
C  0.370  1.280  -3.407  1.2005
C  -0.654  1.384  -4.454  0.0587
Br  -0.828  3.199  -5.166  -0.2377
H  0.281  2.159  -2.742  -0.3710
H  0.232  0.373  -2.859  -0.5984
H  -1.682  1.207  -4.122  -0.4826
H  -0.594  0.722  -5.300  0.5632
Br  1.265  -1.532  -0.913  0.0567
C  -0.136  -0.694  0.119  0.1657
C  0.161  0.749  0.338  1.1369
Br  -1.265  1.566  1.347  -0.2245
H  -0.303  -1.291  1.039  0.6619
H  -1.067  -0.800  -0.443  -0.6528
H  0.209  1.329  -0.568  -1.0117
H  1.071  0.914  0.985  0.0513
C  -1.599  -5.929  2.450  -0.3546
C  -0.113  -5.391  2.550  -0.0716
O  0.131  -4.746  1.272  0.2705
C  -0.870  -5.091  0.417  0.1453
O  -0.947  -4.883  -0.751  -0.4635
O  -1.866  -5.679  1.070  -0.3426
H  -2.406  -5.388  2.994  0.2508
H  -1.633  -7.032  2.604  0.2457
H  0.641  -6.133  2.707  0.3713
H  -0.087  -4.604  3.317  -0.0289
C  3.592  1.275  4.585  -0.0400
C  3.122  1.740  5.912  -0.0953
O  2.337  0.602  6.366  -0.3323
C  2.647  -0.478  5.685  0.7141
O  2.384  -1.612  5.951  -0.5492
O  3.426  -0.147  4.587  -0.2236
H  4.670  1.542  4.480  0.2973
H  3.040  1.727  3.794  0.0638
H  2.463  2.618  5.822  -0.0559
H  3.945  1.950  6.570  0.2570
C  -0.245  -7.102  -3.651  -0.1661
C  0.883  -6.907  -2.703  0.6449
O  0.637  -7.972  -1.752  -0.3673
C  -0.054  -8.979  -2.354  0.5776
O  -0.286  -10.072  -1.903  -0.5683
O  -0.525  -8.467  -3.509  -0.4236
H  -0.026  -6.922  -4.662  0.3484
H  -1.183  -6.643  -3.402  0.2242
H  0.829  -5.929  -2.175  -0.3720
H  1.830  -7.001  -3.243  0.1059
C  2.907  -2.555  2.671  0.0136
C  2.782  -3.623  3.788  -0.1789
O  3.118  -4.849  3.158  -0.4194
C  3.462  -4.626  1.838  0.2794
O  3.980  -5.424  1.114  -0.5093
O  3.098  -3.363  1.484  0.2276
H  3.781  -1.894  2.764  0.1048
H  2.014  -1.958  2.483  -0.0919
H  1.735  -3.654  3.962  0.1208
H  3.384  -3.449  4.679  0.3551
C  5.397  -0.331  -1.691  0.4542
C  5.130  1.152  -2.045  -0.2920
O  4.163  1.518  -1.034  -0.2705
C  4.023  0.566  -0.062  0.4120
O  3.334  0.670  0.911  -0.1128
O  4.756  -0.519  -0.412  -0.3184
H  6.487  -0.568  -1.578  0.2640
H  4.921  -1.044  -2.325  -0.2469
H  4.638  1.221  -3.029  -0.0114
H  5.998  1.791  -1.969  0.2302
C  -4.304  -1.104  -4.646  0.0102
C  -5.303  -1.699  -5.640  -0.2800
O  -6.563  -1.787  -4.950  -0.3920
C  -6.482  -1.204  -3.711  0.3944
O  -7.328  -1.077  -2.923  -0.4935
O  -5.180  -0.761  -3.518  -0.0518
H  -3.850  -0.120  -4.897  0.0528
H  -3.547  -1.837  -4.348  0.1211
H  -4.969  -2.698  -5.937  0.2962
H  -5.423  -0.964  -6.471  0.2545
C  -4.042  4.371  1.970  0.2169
C  -3.935  4.585  3.520  -0.3537
O  -4.130  3.306  4.043  -0.3041
C  -4.750  2.548  3.092  0.5678
O  -5.225  1.445  3.284  -0.6004
O  -4.861  3.164  1.918  -0.2029
H  -3.106  4.237  1.402  -0.1677
H  -4.600  5.238  1.554  0.2727
H  -4.689  5.403  3.661  0.2600
H  -2.961  5.025  3.668  0.3180
C  5.127  -6.110  -1.923  -0.2255
C  6.210  -5.131  -1.438  -0.3389
O  5.835  -3.853  -1.941  -0.3502
C  4.760  -3.896  -2.682  0.7588
O  4.248  -2.954  -3.264  -0.6131
O  4.296  -5.226  -2.779  -0.3214
H  4.421  -6.433  -1.199  0.1810
H  5.508  -6.864  -2.607  0.3286
H  7.157  -5.386  -1.839  0.2971
H  6.240  -4.990  -0.341  0.2251
C  1.364  -3.637  -4.018  0.1984
C  1.686  -2.308  -4.721  0.7580
O  0.366  -1.926  -5.109  -0.2688
C  -0.489  -2.983  -5.056  0.4330
O  -1.648  -2.894  -5.290  -0.5791
O  0.192  -4.120  -4.651  -0.3420
H  1.148  -3.464  -2.959  -0.2591
H  2.074  -4.467  -4.098  0.1934
H  2.325  -2.433  -5.575  0.2889
H  2.022  -1.555  -3.993  -0.5458
C  -4.221  3.864  -3.196  0.6141
C  -5.703  3.556  -3.032  0.0617
O  -6.168  4.384  -2.017  -0.3811
C  -5.225  5.212  -1.565  0.6619
O  -5.309  6.052  -0.763  -0.5218
O  -4.049  4.967  -2.321  -0.2705
H  -3.964  4.204  -4.211  0.2609
H  -3.537  3.086  -2.881  -0.4983
H  -5.802  2.481  -2.826  -0.1119
H  -6.288  3.830  -3.957  0.2559
C  -1.396  5.938  -1.076  -0.0802
C  -0.245  6.980  -0.892  -0.3291
O  0.078  6.848  0.504  -0.4107
C  -0.411  5.663  0.966  0.1503
O  -0.123  5.210  2.037  -0.3986
O  -1.271  5.125  0.128  0.2406
H  -1.337  5.250  -1.924  0.1320
H  -2.344  6.462  -1.036  0.2493
H  -0.514  8.050  -0.993  0.3352
H  0.609  6.710  -1.457  0.2043
C  -4.550  -1.036  -0.229  -0.5678
C  -5.291  0.319  -0.427  -0.3446
O  -4.325  1.045  -1.256  0.2153
C  -3.277  0.293  -1.509  -0.2001
O  -2.332  0.740  -2.142  -0.2160
O  -3.328  -0.982  -0.982  -0.1070
H  -5.140  -1.853  -0.602  0.2463
H  -4.309  -1.249  0.805  0.4335
H  -5.373  0.819  0.535  0.1030
H  -6.229  0.334  -0.989  0.3246

Results
frontier orbital gap: 10.3 eV
net charge: 0

***

3.
Below is a 2-piece molecular cluster, CH2S2 overall at a distorted geometry, with properties calculated with ωB97M-V/def2-TZVPD.

Each line ends with the Mulliken charge.
Geometry (Å):
C  -0.351  0.442  0.046  -0.1489
S  -1.755  1.393  -0.100  -0.1943
S  -0.156  -1.276  0.053  -0.1132
H  0.509  1.076  -0.105  0.3062
H  1.753  -1.634  0.106  0.1503

Results
frontier orbital gap: 7.3 eV
net charge: 0
energy above the lowest of the compared OMol25 structures with the same formula, charge and spin: 2.357 eV